## w
33
Properties=species:S:1:pos:R:3 method="wB97M-V/def2-TZVPD" homo_lumo_gap_ev=8.48 spin_multiplicity=1 homo_energy_ev=-8.188 smiles="O=S(=O)(NNc1ccc(Br)cc1)c1ccc2[nH]c(O)nc2c1"
O 1.507 1.830 2.390
O 0.138 -0.190 3.007
Br -7.270 2.482 -0.774
N 5.080 -1.062 0.120
O 6.819 -1.988 -1.089
C 5.404 -1.748 -0.923
C -5.234 0.581 -0.434
C -4.523 2.783 0.143
C 1.874 -1.846 -1.275
C -4.025 0.002 -0.229
C -3.292 2.223 0.440
C 0.985 -1.182 -0.414
C 2.826 -0.514 0.966
C -5.508 1.931 -0.312
C 3.707 -1.030 0.023
C 3.244 -1.776 -1.051
C -3.066 0.856 0.346
C 1.484 -0.490 0.711
N 4.324 -2.169 -1.765
N -1.786 0.370 0.452
N -0.663 1.212 0.903
S 0.671 0.674 1.914
H 7.221 -1.650 -0.262
H -5.986 -0.057 -0.830
H -4.665 3.835 0.086
H 1.484 -2.236 -2.146
H -3.838 -1.014 -0.466
H -2.565 2.916 0.724
H -0.160 -1.285 -0.409
H 3.244 -0.116 1.853
H 4.524 -2.539 -2.694
H -1.719 -0.569 0.803
H -0.237 1.763 0.193



## x
33
Properties=species:S:1:pos:R:3 method="wB97M-V/def2-TZVPD" homo_lumo_gap_ev=8.06 spin_multiplicity=1 homo_energy_ev=-7.950
O 2.576 0.497 1.421
O 1.067 2.500 0.968
Br 1.766 -1.303 -7.198
N -2.999 0.583 4.096
O -4.138 -0.234 6.012
C -3.294 -0.341 4.939
C 0.463 -0.501 -4.694
C 2.517 0.612 -5.314
C -1.058 -2.014 2.621
C 0.574 0.160 -3.386
C 2.662 1.135 -4.056
C -0.148 -1.311 1.720
C -1.142 0.739 2.537
C 1.457 -0.261 -5.613
C -2.051 0.052 3.365
C -2.015 -1.252 3.466
C 1.725 0.833 -3.089
C -0.160 0.101 1.796
N -2.854 -1.576 4.587
N 1.915 1.287 -1.766
N 1.365 0.601 -0.569
S 1.244 1.026 1.035
H -4.397 0.713 5.938
H -0.329 -1.090 -4.953
H 3.181 0.936 -6.006
H -0.935 -3.110 2.626
H -0.259 -0.009 -2.706
H 3.389 1.918 -3.852
H 0.479 -1.905 1.078
H -1.283 1.798 2.739
H -3.534 -2.263 4.572
H 2.608 2.039 -1.749
H 1.610 -0.359 -0.567



The structure with the greatest stability is w.



## w
8
Properties=species:S:1:pos:R:3 method="wB97M-V/def2-TZVPD" homo_lumo_gap_ev="5.64 / 5.62" spin_multiplicity=1 homo_energy_ev="-8.670 / -8.660"
C 0.375 0.266 0.485
C 1.270 -0.081 -0.409
I -1.715 -0.290 0.147
I -3.042 -3.053 0.613
I -1.739 2.482 -0.702
I 3.277 0.507 -0.232
H 0.510 0.830 1.392
H 1.064 -0.663 -1.294



## x
8
Properties=species:S:1:pos:R:3 method="wB97M-V/def2-TZVPD" homo_lumo_gap_ev="7.33 / 6.81" spin_multiplicity=1 homo_energy_ev="-8.402 / -8.330"
C 0.786 -1.014 0.701
C -0.418 0.947 -0.571
I -0.559 -2.527 1.093
I 0.120 2.636 0.558
I -2.352 0.326 -0.330
I 0.261 1.004 -2.672
H 0.766 -0.097 1.376
H 1.396 -1.275 -0.155



The structure with the greatest stability is w.



## w
9
Properties=species:S:1:pos:R:3 method="wB97M-V/def2-TZVPD" homo_lumo_gap_ev="8.24 / 7.27" spin_multiplicity=1 homo_energy_ev="-9.588 / -9.455"
N -1.003 -0.394 -0.187
N 1.017 0.187 -0.235
N 2.015 -0.765 -0.037
O 1.706 -1.883 -0.330
O 3.054 -0.344 0.406
S 1.130 1.843 -0.161
H -1.352 -0.247 0.801
H -0.755 -1.365 -0.306
H 1.859 1.909 0.968



## x
9
Properties=species:S:1:pos:R:3 method="wB97M-V/def2-TZVPD" homo_lumo_gap_ev=10.01 spin_multiplicity=1 homo_energy_ev=-9.881
N 0.878 1.254 0.063
N -1.036 -0.534 1.002
N -0.139 -1.424 0.330
O 0.188 -2.434 0.750
O 0.095 -0.960 -0.909
S -0.768 1.012 0.341
H 1.141 2.166 -0.256
H 1.083 0.343 -0.544
H -1.442 0.575 -0.777



The structure with the greatest stability is x.



## w
10
Properties=species:S:1:pos:R:3 method="wB97M-V/def2-TZVPD" homo_lumo_gap_ev=9.44 spin_multiplicity=1 homo_energy_ev=-9.508
C 0.572 0.589 1.535
C 1.073 0.063 0.535
C -2.675 0.155 -0.324
C 1.396 -0.432 -0.833
S -2.701 1.693 -0.001
S -2.783 -1.373 -0.387
H 0.625 0.855 2.506
H 0.911 0.221 -1.461
H 1.121 -1.417 -0.844
H 2.462 -0.354 -0.726



## x
10
Properties=species:S:1:pos:R:3 method="wB97M-V/def2-TZVPD" homo_lumo_gap_ev=7.41 spin_multiplicity=1 homo_energy_ev=-8.831 smiles="C=C(C=S)C=S"
C 0.041 -1.981 -0.971
C -0.108 -0.861 -0.170
C 1.015 0.047 0.035
C -1.364 -0.430 0.402
H -0.846 -2.567 -1.072
H 1.009 -2.170 -1.384
H 1.144 0.329 1.043
H -2.165 -1.147 0.196
S 1.966 0.715 -1.070
S -1.756 0.841 1.410



The structure with the greatest stability is x.



## w
14
Properties=species:S:1:pos:R:3 method="wB97M-V/def2-TZVPD" homo_lumo_gap_ev=8.75 spin_multiplicity=1 homo_energy_ev=-8.347
C 0.692 0.802 -1.440
C -0.567 1.048 -1.132
C 1.127 -0.251 -2.404
N -1.067 -0.357 3.541
Si -1.314 -1.623 2.416
H 1.490 1.364 -0.971
H -1.379 0.500 -1.579
H 1.943 0.112 -3.027
H 0.300 -0.559 -3.041
H 1.484 -1.129 -1.862
H -1.818 0.085 4.041
H -0.171 0.029 3.806
H -0.844 1.803 -0.420
H 0.126 -1.824 2.072



## x
14
Properties=species:S:1:pos:R:3 method="wB97M-V/def2-TZVPD" homo_lumo_gap_ev=10.57 spin_multiplicity=1 homo_energy_ev=-9.704 smiles=C[SiH2]N.C#C
C 3.637 0.566 -0.529
C 2.800 0.282 0.294
C -1.729 -1.588 -0.235
N -0.047 0.853 0.507
Si -1.648 0.326 -0.011
H 4.397 0.811 -1.362
H -2.978 0.611 0.876
H 2.093 0.030 0.993
H -1.247 -1.954 0.723
H -2.764 -1.847 -0.304
H -1.038 -1.849 -1.080
H 0.392 1.486 -0.127
H 0.216 1.172 1.438
H -2.087 1.101 -1.183



## y
14
Properties=species:S:1:pos:R:3 method="wB97M-V/def2-TZVPD" homo_lumo_gap_ev="8.25 / 7.56" spin_multiplicity=1 homo_energy_ev="-8.452 / -7.253"
C 0.959 1.055 1.724
C -1.892 -0.585 0.704
C 1.190 -0.860 -2.278
N -0.088 1.861 1.043
Si -0.273 0.272 0.479
H 1.950 1.329 1.332
H 0.801 0.954 2.773
H -2.784 -0.056 0.490
H -1.827 -1.575 0.029
H -2.285 -0.870 1.720
H 0.741 -1.920 -2.399
H 0.521 -0.117 -2.786
H 2.154 -0.507 -1.894
H -0.160 2.848 0.943



The structure with the greatest stability is w.



## w
12
Properties=species:S:1:pos:R:3 method="wB97M-V/def2-TZVPD" charge=+1 homo_lumo_gap_ev=8.94 spin_multiplicity=1 homo_energy_ev=-14.904
C 1.119 0.879 0.315
C 1.130 -0.253 -0.605
C -0.948 -0.622 0.572
N -0.220 0.315 -0.261
I -3.075 -0.051 -0.281
H 1.375 0.814 1.373
H 1.351 1.874 -0.033
H 1.245 -0.080 -1.695
H 1.335 -1.276 -0.349
H -0.856 -1.683 0.265
H -0.732 -0.685 1.659
H -1.724 0.769 -0.961



## x
12
Properties=species:S:1:pos:R:3 method="wB97M-V/def2-TZVPD" charge=+1 homo_lumo_gap_ev=9.33 spin_multiplicity=1 homo_energy_ev=-13.362
C 0.099 -0.930 0.021
C -1.394 -1.134 -0.006
C 1.006 0.110 0.044
N 0.490 1.577 -0.109
I 3.063 -0.091 0.099
H 0.768 -1.857 0.074
H -1.609 -1.409 1.062
H -1.659 -1.961 -0.655
H -1.787 -0.081 -0.186
H 1.194 2.306 -0.632
H 0.167 1.885 0.909
H -0.340 1.585 -0.621



The structure with the greatest stability is x.